A cluster of 11 separate species, BH24O10 in total at a distorted geometry, computed with ωB97M-V/def2-TZVPD.

Structure (ORCA input):
```
! wB97M-V def2-TZVPD RIJCOSX def2/J DEFGRID3
* xyz -1 1
B -0.5301 0.1133 0.0513
H -1.6801 -0.1067 -0.2547
H 0.2979 -0.5847 -0.6707
H -0.0941 1.1783 -0.0207
H -0.3571 -0.4527 1.1923
O 0.0549 -1.4737 3.5253
H -0.0351 -0.9107 2.7953
H -0.0431 -2.3237 2.9843
O -1.2601 1.2053 -2.8697
H -0.3081 1.2033 -3.1317
H -1.1911 0.7443 -2.0307
O 0.8589 -1.2427 -4.1857
H 0.0809 -0.8067 -3.6407
H 1.5049 -0.5447 -4.6017
O 1.3449 -3.3607 -1.8447
H 1.2249 -2.4307 -2.0917
H 2.1829 -3.1927 -1.3787
O -0.4281 -3.3287 0.2293
H -0.5151 -2.3517 0.2983
H -0.2291 -3.4437 -0.7157
O -1.1721 1.6153 3.1193
H -0.2341 1.6503 2.7633
H -1.6851 2.0723 2.6373
O 1.8639 3.4743 1.1283
H 2.4599 3.2043 1.8493
H 1.5089 2.5973 1.0343
O -2.9411 0.0023 2.9863
H -2.2971 -0.0887 2.1873
H -2.4741 0.4633 3.7253
O -1.5031 3.7393 -1.8457
H -1.5941 2.8313 -1.8157
H -1.3711 3.9353 -2.7237
O 3.0599 -0.9037 0.6973
H 3.3559 -1.7087 0.1733
H 2.1439 -0.7747 0.4443
*
```

For the LUMO energy, the calculation gives 0.0884 Eh. The energy above the lowest of the compared OMol25 structures with the same formula, charge and spin comes out at 2.891 eV. For the maximum force, the calculation gives 11.31 eV Å⁻¹. For the HOMO energy, the calculation gives -6.9 eV. The value obtained for the orbital gap is 9.304 eV.

Atomic charges from the Mulliken analysis, expressed in e, are listed below: atom 1 (B): 1.12, atom 2 (H): -0.18, atom 3 (H): -0.36, atom 4 (H): -0.28, atom 5 (H): -0.75, atom 6 (O): -0.66, atom 7 (H): 0.20, atom 8 (H): 0.36, atom 9 (O): -0.77, atom 10 (H): 0.32, atom 11 (H): 0.31, atom 12 (O): -0.69, atom 13 (H): 0.35, atom 14 (H): 0.32, atom 15 (O): -0.65, atom 16 (H): 0.28, atom 17 (H): 0.31, atom 18 (O): -0.71, atom 19 (H): 0.30, atom 20 (H): 0.34, atom 21 (O): -0.61, atom 22 (H): 0.25, atom 23 (H): 0.29, atom 24 (O): -0.62, atom 25 (H): 0.32, atom 26 (H): 0.24, atom 27 (O): -0.72, atom 28 (H): 0.34, atom 29 (H): 0.35, atom 30 (O): -0.62, atom 31 (H): 0.41, atom 32 (H): 0.26, atom 33 (O): -0.66, atom 34 (H): 0.29, atom 35 (H): 0.33